# 1
{
  "formula": "C18H22IrN3O",
  "method": "the ωB97M-V functional and the def2-TZVPD basis",
  "lumo_energy_ev": [-6.450, -10.509],
  "fmax_ev_per_a": 4.5,
  "homo_ev": [-12.3, -15.7],
  "molar_mass_g_mol": 488.6,
  "spin_multiplicity": 7,
  "charge": 2,
  "e_above_lowest_kj_mol": 0.0,
  "s2": 12.029,
  "homo_lumo_gap_ha": [0.217, 0.192],
  "symbols": ["C", "C", "H", "H", "H", "H", "H", "H", "C", "C", "C", "C", "H", "H", "H", "H", "N", "C", "C", "N", "C", "C", "C", "H", "H", "C", "H", "H", "Ir", "C", "H", "H", "H", "O", "N", "C", "C", "C", "C", "C", "H", "H", "H", "H", "H"],
  "xyz": [[-5.4695, -0.0458, -0.0106], [-5.4707, 1.2524, -0.8137], [-5.6656, -0.9057, -0.6553], [-6.2491, -0.0269, 0.7553], [-4.5127, -0.2084, 0.4895], [-4.6039, 1.3168, -1.4741], [-6.3682, 1.3227, -1.4341], [-5.4617, 2.1244, -0.1554], [1.0930, -3.2201, -0.2447], [1.9621, -4.2713, -0.5297], [3.0712, -4.0722, -1.3618], [3.2741, -2.8087, -1.8830], [0.2253, -3.3261, 0.4097], [1.7685, -5.2500, -0.0985], [3.7529, -4.8823, -1.5988], [4.1091, -2.5665, -2.5308], [1.2951, -1.9793, -0.7741], [2.3719, -1.7760, -1.5871], [2.5023, -0.4334, -2.0685], [1.5156, 0.4138, -1.6236], [1.5404, 1.7275, -2.0175], [3.5496, 1.3513, -3.2981], [2.5391, 2.2087, -2.8481], [0.7264, 2.3333, -1.6209], [2.4992, 3.2592, -3.1270], [3.5303, 0.0271, -2.8973], [4.2801, -0.6988, -3.2013], [4.3282, 1.7168, -3.9502], [0.1458, -0.2785, -0.3797], [-0.9481, 1.3555, -0.1968], [-1.2726, 1.6606, -1.2098], [-0.3181, 2.1688, 0.2221], [-1.8297, 1.2104, 0.4531], [1.0828, -0.1531, 1.3228], [0.4605, 0.3889, 2.4580], [-0.6638, -0.2081, 2.9227], [-1.4638, 0.5128, 3.8074], [-0.8855, 1.6139, 4.4765], [0.3935, 2.0376, 4.1342], [1.0515, 1.4520, 3.0530], [-0.9317, -1.1695, 2.4782], [-2.4909, 0.2064, 3.9221], [-1.4161, 2.0504, 5.3337], [0.9245, 2.8147, 4.6955], [2.0290, 1.7546, 2.6569]],
  "atomic_forces_ev_per_a": [[-0.194, 0.045, -0.071], [-0.100, 0.004, 0.051], [0.073, 0.030, 0.076], [0.086, -0.051, -0.066], [0.045, -0.022, 0.053], [-0.030, 0.005, -0.039], [0.126, 0.021, 0.070], [0.040, -0.032, -0.063], [0.231, 2.075, -0.831], [-0.099, -0.886, 0.397], [0.518, 0.938, -0.661], [1.027, -1.906, -0.194], [0.289, -0.084, -0.277], [0.003, 0.195, -0.065], [-0.127, 0.098, 0.085], [-0.027, -0.384, 0.127], [-1.356, -3.116, 1.307], [0.249, 3.646, -1.230], [-0.568, -3.426, 1.431], [1.457, 3.813, -1.884], [-0.061, -1.882, 0.576], [0.339, -0.985, 0.041], [-0.326, 0.796, -0.057], [0.395, 0.025, -0.298], [0.143, -0.246, -0.031], [1.074, 0.896, -1.062], [0.000, 0.468, -0.137], [0.046, 0.009, -0.006], [-2.682, -1.909, 0.468], [-1.319, 1.363, 0.299], [-0.217, 0.124, 0.456], [-0.360, -0.211, -0.212], [0.158, 0.255, -0.471], [0.657, 0.681, 3.389], [0.968, -0.527, -0.268], [-0.619, 0.945, -0.574], [1.181, 0.077, -0.130], [-0.485, -0.614, 0.141], [0.639, -0.008, -0.145], [-0.427, -0.198, 0.047], [0.022, 0.531, -0.013], [0.035, -0.219, 0.568], [0.199, 0.051, -0.634], [-0.398, -0.251, -0.310], [-0.605, -0.134, 0.147]],
  "lowdin_charge": [-0.174, -0.172, 0.066, 0.068, 0.036, 0.050, 0.071, 0.062, -0.036, 0.015, 0.006, 0.054, 0.128, 0.134, 0.135, 0.125, -0.135, -0.204, -0.199, -0.151, -0.036, 0.008, 0.013, 0.101, 0.135, 0.056, 0.128, 0.133, 1.621, -0.386, 0.021, 0.019, -0.003, -0.314, -0.143, -0.005, 0.020, 0.011, 0.002, 0.030, 0.138, 0.130, 0.142, 0.140, 0.161]
}



# 2
{
  "formula": "C18H22MgN3O",
  "method": "the ωB97M-V functional and the def2-TZVPD basis",
  "lumo_energy_ev": [-0.661, -0.662],
  "fmax_ev_per_a": 2.3,
  "homo_ev": [-5.4, -6.1],
  "molar_mass_g_mol": 320.7,
  "spin_multiplicity": 2,
  "e_above_lowest_kj_mol": 112.1,
  "s2": 0.774,
  "homo_lumo_gap_ha": [0.173, 0.200],
  "symbols": ["C", "C", "H", "H", "H", "H", "H", "H", "C", "C", "C", "C", "H", "H", "H", "H", "N", "C", "C", "N", "C", "C", "C", "H", "H", "C", "H", "H", "Mg", "C", "H", "H", "H", "O", "N", "C", "C", "C", "C", "C", "H", "H", "H", "H", "H"],
  "xyz": [[-2.0108, -1.1320, 1.4775], [-1.5246, 0.5704, -3.2015], [-1.7566, -1.8389, 2.2821], [-2.3287, -1.7190, 0.6036], [-2.8496, -0.4862, 1.7727], [-0.7091, 0.0993, -3.7593], [-2.4858, 0.2588, -3.6410], [-1.4248, 1.6576, -3.2838], [-0.7669, -3.0815, -1.0036], [0.1308, -4.1514, -0.8607], [1.4962, -3.9010, -1.0169], [1.9204, -2.5901, -1.2313], [-1.8496, -3.2420, -0.9136], [-0.2656, -5.1394, -0.6322], [2.2220, -4.7107, -0.9631], [2.9732, -2.3323, -1.3079], [-0.3552, -1.8267, -1.2384], [0.9776, -1.5509, -1.3327], [1.3942, -0.1326, -1.4727], [0.4449, 0.8177, -1.2751], [0.7469, 2.1185, -1.3987], [3.0449, 1.6021, -1.8784], [2.0412, 2.5594, -1.7042], [-0.0810, 2.8236, -1.2804], [2.2201, 3.6269, -1.8076], [2.7193, 0.2519, -1.7697], [3.4587, -0.5305, -1.9247], [4.0659, 1.9057, -2.1051], [-1.5882, -0.0565, -1.1732], [-2.9671, 1.3274, -0.2681], [-3.4146, 1.8864, -1.1014], [-2.3945, 2.0223, 0.3580], [-3.7564, 0.8775, 0.3421], [-0.8518, -0.3571, 1.1020], [-0.1903, 0.2415, 2.2182], [-0.8500, 0.3777, 3.3960], [-0.4419, 1.3686, 4.2760], [0.6817, 2.1418, 3.9885], [1.3893, 1.9087, 2.8074], [0.9439, 0.9352, 1.9240], [-1.7110, -0.2527, 3.5996], [-1.0334, 1.5275, 5.1727], [1.0027, 2.9233, 4.6755], [2.2758, 2.4868, 2.5577], [1.4577, 0.7148, 0.9918]],
  "atomic_forces_ev_per_a": [[0.142, -0.009, 0.420], [-0.369, -0.694, -0.406], [-0.016, 0.129, -0.284], [0.285, 0.372, 0.252], [0.331, -0.175, -0.113], [0.011, 0.024, -0.298], [0.196, 0.223, -0.296], [-0.090, -0.012, 0.038], [0.894, -0.171, -0.076], [-0.359, 0.458, -0.193], [-0.269, 0.326, 0.031], [-0.398, 0.287, -0.155], [0.509, 0.076, -0.100], [0.225, 0.195, -0.142], [-0.169, 0.195, 0.081], [-0.209, -0.325, 0.045], [0.624, -0.115, 0.302], [-0.513, -1.033, 0.344], [0.243, 1.576, -0.054], [0.634, -0.494, 0.110], [0.437, -0.422, -0.264], [-0.297, 0.004, 0.080], [-0.438, -0.429, 0.093], [0.248, -0.326, 0.067], [0.104, -0.257, 0.043], [-0.558, -0.380, 0.038], [0.013, 0.406, -0.040], [-0.242, -0.103, 0.031], [0.040, 1.614, -0.434], [0.003, -0.532, -0.077], [-0.044, -0.075, 0.247], [-0.062, 0.042, 0.081], [-0.219, 0.323, 0.033], [-0.424, -0.449, 0.207], [-0.222, -1.689, -0.526], [-0.723, 1.354, 1.766], [-0.674, -0.942, -0.671], [0.298, 0.914, 0.765], [-0.426, -0.932, -1.094], [1.310, 1.536, 0.050], [0.427, 0.231, -0.041], [0.223, -0.140, -0.039], [-0.102, -0.211, -0.187], [-0.117, -0.252, 0.028], [-0.257, -0.118, 0.339]],
  "lowdin_charge": [-0.097, -0.250, 0.103, 0.067, 0.086, -0.052, -0.051, -0.043, -0.104, -0.039, -0.042, 0.007, 0.123, 0.109, 0.114, 0.104, 0.060, -0.166, -0.209, 0.031, -0.096, -0.052, -0.033, 0.132, 0.109, -0.004, 0.101, 0.110, 0.535, -0.231, -0.040, -0.042, -0.064, -0.194, -0.067, -0.077, -0.081, -0.131, -0.079, -0.054, 0.104, 0.105, 0.093, 0.104, 0.102]
}



# 3
{
  "formula": "C18H22N2O2",
  "method": "the ωB97M-V functional and the def2-TZVPD basis",
  "lumo_energy_ev": 0.762,
  "fmax_ev_per_a": 0.6,
  "homo_ev": -8.2,
  "molar_mass_g_mol": 298.4,
  "spin_multiplicity": 1,
  "e_above_lowest_kj_mol": 113.4,
  "homo_lumo_gap_ha": 0.328,
  "symbols": ["C", "O", "C", "C", "C", "C", "C", "N", "C", "O", "N", "C", "C", "C", "C", "C", "C", "C", "C", "C", "C", "C", "H", "H", "H", "H", "H", "H", "H", "H", "H", "H", "H", "H", "H", "H", "H", "H", "H", "H", "H", "H", "H", "H"],
  "xyz": [[3.1090, -3.4634, -3.8198], [2.8766, -2.6312, -2.7114], [1.7367, -2.8112, -1.9880], [0.7613, -3.7609, -2.2689], [-0.3557, -3.8455, -1.4527], [-0.5143, -3.0036, -0.3735], [0.4628, -2.0463, -0.0893], [0.2542, -1.2165, 1.0117], [0.9676, -0.0985, 1.3890], [2.0126, 0.2611, 0.8907], [0.3812, 0.5648, 2.4254], [0.9194, 1.7842, 2.9817], [-0.0388, 2.9717, 2.8323], [0.1460, 3.7832, 1.5480], [0.0773, 2.9736, 0.2511], [-1.1602, 2.1414, 0.0542], [-1.0715, 0.9784, -0.7052], [-2.1773, 0.1742, -0.9123], [-3.3999, 0.5217, -0.3623], [-3.5080, 1.6891, 0.3729], [-2.3996, 2.4948, 0.5737], [1.5845, -1.9567, -0.8966], [4.0666, -3.1469, -4.2305], [2.3328, -3.3457, -4.5835], [3.1729, -4.5169, -3.5273], [0.8547, -4.4333, -3.1064], [-1.1138, -4.5835, -1.6706], [-1.3922, -3.0790, 0.2526], [-0.6211, -1.3803, 1.4880], [-0.5289, 0.2838, 2.7523], [1.8638, 1.9723, 2.4680], [1.1297, 1.6172, 4.0452], [0.1098, 3.6467, 3.6779], [-1.0633, 2.5968, 2.8895], [1.1239, 4.2691, 1.5820], [-0.6063, 4.5755, 1.5316], [0.9468, 2.3169, 0.1908], [0.1537, 3.6752, -0.5869], [-0.1219, 0.7008, -1.1393], [-2.0804, -0.7273, -1.5001], [-4.2651, -0.1072, -0.5147], [-4.4621, 1.9780, 0.7909], [-2.5129, 3.4107, 1.1345], [2.3496, -1.2274, -0.6949]],
  "atomic_forces_ev_per_a": [[0.024, -0.161, -0.200], [-0.163, 0.181, 0.335], [-0.184, -0.022, 0.118], [0.269, -0.091, -0.326], [-0.021, 0.103, 0.138], [-0.096, -0.048, 0.032], [0.221, -0.054, -0.235], [-0.214, -0.238, 0.178], [-0.353, -0.159, 0.419], [0.386, 0.056, -0.368], [-0.172, -0.004, 0.131], [0.010, 0.172, 0.197], [0.214, 0.050, -0.072], [-0.128, -0.213, 0.000], [0.060, 0.230, 0.042], [0.029, -0.056, -0.119], [-0.089, 0.101, -0.017], [-0.037, -0.058, -0.083], [-0.086, -0.087, -0.017], [-0.120, 0.034, 0.056], [0.006, 0.018, -0.025], [0.227, 0.095, -0.124], [-0.074, -0.056, -0.005], [0.027, -0.015, 0.044], [-0.019, 0.049, -0.014], [0.046, -0.041, -0.082], [-0.054, -0.049, -0.005], [-0.097, -0.003, 0.065], [0.144, 0.096, -0.082], [0.042, -0.022, -0.116], [-0.020, -0.010, 0.116], [0.071, 0.059, -0.134], [-0.063, -0.021, 0.043], [-0.032, 0.040, 0.109], [-0.021, 0.083, 0.002], [0.052, 0.081, -0.003], [0.020, 0.021, -0.066], [0.082, -0.041, 0.002], [0.156, -0.048, -0.018], [0.015, -0.079, -0.048], [-0.069, -0.045, -0.019], [-0.068, 0.022, 0.025], [0.025, 0.092, 0.101], [0.052, 0.041, 0.025]],
  "lowdin_charge": [-0.093, -0.078, -0.267, -0.039, -0.087, -0.058, -0.240, 0.136, -0.557, 0.060, 0.071, -0.174, -0.184, -0.200, -0.147, -0.226, -0.051, -0.085, -0.097, -0.088, -0.053, 0.064, 0.092, 0.095, 0.095, 0.098, 0.105, 0.107, 0.140, 0.141, 0.123, 0.117, 0.108, 0.097, 0.113, 0.103, 0.098, 0.125, 0.117, 0.100, 0.098, 0.100, 0.107, 0.113]
}



# 4
{
  "formula": "C18H22N2O2S",
  "method": "the ωB97M-V functional and the def2-TZVPD basis",
  "lumo_energy_ev": 0.153,
  "fmax_ev_per_a": 20.0,
  "homo_ev": -8.3,
  "molar_mass_g_mol": 330.5,
  "spin_multiplicity": 1,
  "e_above_lowest_kj_mol": 1806.7,
  "homo_lumo_gap_ha": 0.311,
  "symbols": ["C", "C", "C", "N", "C", "O", "C", "S", "C", "C", "C", "C", "C", "O", "N", "C", "C", "C", "C", "C", "C", "C", "C", "H", "H", "H", "H", "H", "H", "H", "H", "H", "H", "H", "H", "H", "H", "H", "H", "H", "H", "H", "H", "H", "H"],
  "xyz": [[2.8010, 2.3163, -0.7860], [1.7780, 2.8781, 0.0200], [0.3700, 3.2738, -0.5660], [0.2135, 3.0470, -1.9578], [0.5307, 4.1367, -2.7884], [1.0357, 5.1562, -2.6945], [0.5809, 3.5965, -4.4697], [-1.2913, 2.9086, -4.5882], [-1.2823, 1.5474, -3.6036], [-1.9755, 0.4893, -3.7270], [-1.6755, -0.4725, -2.5733], [-0.9158, -0.5287, -1.6688], [-0.6276, -1.5956, -0.7286], [-0.8839, -2.8636, -1.0522], [-0.4763, -1.3490, 0.5057], [-0.2978, -2.3182, 1.4434], [-1.5501, -2.3196, 2.5514], [-1.2222, -3.3544, 3.5788], [-0.2960, -3.0592, 4.4588], [1.1348, -3.1785, 3.5098], [1.0812, -1.9604, 2.4847], [-0.3178, 0.8309, -1.3598], [-0.2526, 1.8242, -2.3968], [3.7825, 2.2162, -0.3013], [2.5378, 2.2327, -1.9110], [1.9626, 3.2850, 0.8934], [-0.1951, 2.9445, 0.0048], [0.5592, 4.4657, -0.8422], [0.4021, 4.4501, -5.0424], [0.9858, 2.8124, -4.6688], [-2.4591, 0.2793, -4.7155], [-2.2164, -1.5713, -2.9338], [-0.6562, -0.2493, 0.8986], [-0.1525, -3.3791, 1.0128], [-2.5600, -2.5642, 2.0155], [-1.7053, -1.1873, 3.1919], [-1.2711, -4.1864, 3.3316], [-2.1077, -3.1873, 4.4500], [-0.0974, -2.0175, 5.0047], [0.1271, -3.9047, 5.1988], [1.2875, -4.1338, 3.0082], [1.9925, -2.9843, 3.9482], [1.6605, -2.1986, 1.6073], [1.0767, -1.0366, 2.7449], [0.5855, 0.9090, -0.4876]],
  "atomic_forces_ev_per_a": [[-3.516, 2.324, 1.426], [1.269, -2.692, -8.049], [13.378, 8.896, -9.398], [-0.206, 1.253, -1.345], [-0.202, -8.171, -6.574], [1.403, 5.270, 2.958], [-9.482, 7.082, 6.855], [0.477, 2.226, -2.219], [5.760, 5.418, 3.149], [-0.509, -4.464, 1.783], [-12.027, -5.159, -15.101], [9.126, 4.620, 10.215], [-3.738, -7.086, -4.070], [1.645, 4.468, 0.134], [0.366, 6.945, 3.312], [-0.264, -1.499, 6.485], [-0.416, 2.034, -1.676], [-9.653, 13.023, 3.952], [14.191, 0.635, 5.459], [-4.316, 2.688, -1.976], [-2.981, -9.573, -5.028], [3.940, 0.308, -0.884], [-3.925, -4.502, 2.023], [-0.369, -0.189, -0.849], [0.954, -0.446, 2.115], [0.943, 1.377, 4.637], [-10.658, -4.668, 8.889], [-0.993, -2.107, 3.072], [0.845, 1.093, -1.157], [5.923, -8.546, -2.676], [-0.033, -0.241, 1.598], [1.488, 2.839, 1.489], [0.895, -4.217, -1.578], [-0.342, 2.051, 0.559], [1.810, 0.569, 0.956], [0.685, -3.161, -2.281], [-0.634, -13.686, -4.427], [0.427, -1.013, -2.553], [-1.316, -2.167, -1.296], [-2.117, 1.729, -1.028], [-0.657, -0.012, -0.193], [4.050, 0.570, 3.219], [1.696, 0.567, 0.305], [-0.015, 5.841, 2.152], [-2.899, -0.229, -2.385]],
  "lowdin_charge": [0.040, -0.088, -0.122, -0.074, -0.434, 0.150, -0.100, 0.938, -0.602, -0.077, -0.072, -0.238, -0.403, -0.051, 0.038, -0.251, -0.102, -0.358, -0.245, -0.127, -0.059, 0.072, -0.138, 0.052, 0.092, 0.030, -0.011, 0.189, 0.041, -0.061, 0.134, 0.197, 0.254, 0.172, 0.130, 0.183, 0.007, 0.187, 0.160, 0.155, 0.108, 0.024, 0.087, 0.020, 0.155]
}